DFT (wB97M-V/def2-TZVPD) results for 2 unconnected molecules or ions with the total composition C5H9ClS.

Properties
Total charge: 0
Relative energy (zero: lowest compared OMol25 entry of this formula, charge and spin) in kcal/mol: 64.2
LUMO (alpha / beta) in eV: 0.533 / 0.483
E_tot in Ha: -1054.169604
Highest occupied orbital energy (alpha / beta) in eV: -7.181 / -7.135

The geometry in XYZ format:
```
16
Properties=species:S:1:pos:R:3:forces:R:3:nbo_charge:R:1
C 1.064 -0.204 -0.894 0.803 0.395 1.117 -0.53
C -2.122 -0.046 0.434 -0.028 -0.014 0.307 -0.22
C 0.699 -1.636 -0.756 0.118 -0.142 -0.052 -0.64
C -1.674 0.368 1.604 -0.020 -0.043 -0.115 -0.41
C 2.046 2.172 -0.038 0.084 -1.065 0.664 -0.84
S 1.760 0.595 0.383 -0.668 0.637 -1.740 0.71
Cl -2.196 0.986 -0.938 -0.007 0.143 -0.279 -0.01
H 1.410 -2.287 -1.276 -0.075 -0.033 0.020 0.21
H -0.286 -1.824 -1.187 -0.089 -0.050 0.061 0.21
H 0.685 -1.922 0.294 -0.066 -0.157 0.054 0.21
H 0.971 0.293 -1.845 -0.031 0.183 -0.041 0.22
H -1.326 1.374 1.759 0.067 0.216 -0.053 0.21
H -1.639 -0.301 2.444 -0.045 -0.239 0.143 0.21
H 1.916 2.515 -1.044 -0.113 0.108 -0.277 0.22
H 2.557 2.764 0.694 0.065 0.122 0.173 0.22
H -2.484 -1.043 0.239 0.005 -0.060 0.020 0.21
```
Forces are in eV/Å.